(1)
DFT (ωB97M-V with the def2-TZVPD basis set) results for a molecular structure, C17H22HgN2P2SSbSe4.

Structure (ORCA input):
```
! RIJCOSX wB97M-V def2-TZVPD def2/J DEFGRID3
* xyz -2 2
H -0.506 -4.916 -1.454
H -2.809 1.814 0.360
H -1.691 -4.491 -2.711
H -1.344 0.842 2.160
H 4.641 1.141 4.112
Sb 0.834 5.441 -1.558
C -3.341 -1.026 0.974
H -0.845 -1.860 -4.041
C -2.240 -1.163 0.136
Se -0.224 7.085 -3.021
N 2.528 -2.313 0.111
H 1.809 -2.221 -0.601
H 3.072 4.350 1.685
C 2.975 1.040 1.128
Hg 1.523 0.235 -2.701
C 3.242 3.295 1.863
C -4.206 -2.089 1.209
C 2.828 -1.127 0.748
C -0.720 -4.233 -2.279
C -2.879 -3.466 -0.250
S 3.717 -1.145 2.264
H 0.096 -0.194 1.947
P -0.603 -2.480 -1.701
C 4.123 1.491 3.227
H 4.279 3.567 3.725
H -3.527 -0.071 1.456
C 2.778 2.397 0.917
C 3.643 0.600 2.277
H 0.144 1.510 1.460
H -2.443 -2.099 -3.273
H -2.715 1.485 -1.393
C -2.020 -2.400 -0.510
H 0.050 -4.375 -3.038
N 2.524 0.022 0.275
C -3.964 -3.315 0.607
H -1.503 -0.607 -2.996
P -1.022 0.202 -0.190
H -2.708 -4.428 -0.717
C -2.134 1.635 -0.481
H -5.063 -1.961 1.859
H 2.278 2.756 0.027
C 3.911 2.846 3.004
H -4.627 -4.153 0.794
C -1.440 -1.685 -3.143
Se 0.092 3.471 -2.959
H -1.518 2.528 -0.622
H 2.455 -3.130 0.692
Se 3.265 5.537 -1.502
C -0.489 0.621 1.517
Se -0.227 5.037 0.610
*
```

Its total energy is -322480.6445 eV. The expectation value of S² is 0.763. The HOMO-LUMO gap (spin up / spin down) is 4.854 / 4.837 eV. As for the HOMO energy (spin up / spin down): -1.20 / -1.18 eV. The lowest unoccupied orbital energy (spin up / spin down) is 0.1343 / 0.1343 hartree. The calculation puts the max |F| at 0.0097 hartree/bohr.

Population analysis type Mulliken, resulting atomic charges in e: H 0.385; H 0.340; H 0.351; H 0.489; H 0.354; Sb 0.809; C -0.391; H 0.355; C -0.448; Se -0.700; N -0.519; H 0.066; H 0.333; C -0.953; Hg 0.113; C -0.539; C -0.772; C 0.422; C -1.548; C -0.173; S -0.387; H 0.280; P 0.551; C -0.394; H 0.332; H 0.265; C 0.338; C 0.799; H 0.183; H 0.372; H 0.318; C 0.641; H 0.404; N -0.038; C -0.624; H 0.318; P 0.908; H 0.285; C -1.063; H 0.371; H 0.184; C -0.465; H 0.350; C -1.197; Se -0.520; H 0.169; H 0.275; Se -0.751; C -1.122; Se -0.756

(2)
DFT (ωB97M-V with the def2-TZVPD basis set) results for a single C17H22N2O2 molecule at a distorted geometry.

Structure (ORCA input):
```
! RIJCOSX wB97M-V def2-TZVPD def2/J DEFGRID3
* xyz 0 1
H -1.753 1.320 1.870
C 0.343 0.038 -2.404
C 0.989 -0.293 -1.048
C 1.249 -0.237 -3.576
C -2.121 -0.864 3.584
C -2.158 0.540 1.295
H -0.644 -0.351 -2.436
H 3.198 -0.154 -4.361
C 2.653 0.235 -3.492
H 4.234 -0.018 -2.039
N 2.591 1.638 -3.848
C -2.235 -0.804 2.086
H -2.106 -0.876 7.448
C 0.067 0.268 0.104
H -1.887 1.280 6.187
H 2.215 1.350 -1.128
C 3.225 -0.367 -2.161
H -1.508 1.701 -0.483
H 1.062 -1.412 -0.957
N 1.670 1.797 -4.839
H -0.200 0.984 -4.591
H -1.911 0.060 -0.984
H 2.880 0.144 -0.008
H 0.093 1.206 -2.264
C -2.006 0.309 5.731
C -1.962 -2.153 5.702
C -1.420 0.645 -0.086
C -2.236 0.315 4.330
H 0.805 -0.115 -5.657
H 2.406 2.203 -3.004
C -1.958 -0.944 6.391
C -2.031 -2.108 4.310
O -2.230 -1.911 1.533
H -2.416 1.307 3.820
H 2.203 1.985 -5.645
H 3.150 -1.515 -2.081
H -1.983 -3.123 6.227
H -3.249 0.706 1.141
C 0.798 0.636 -4.810
H -2.008 -3.152 3.714
C 2.397 0.263 -0.998
O 0.626 0.790 1.042
H 1.171 -1.325 -3.616
*
```

Its total energy is -25057.7714 eV. The HOMO-LUMO gap is 8.617 eV. As for the HOMO energy: -8.44 eV. The lowest unoccupied orbital energy is 0.0064 hartree. The calculation puts the max |F| at 0.0971 hartree/bohr. Its SMILES is O=C(CCC(=O)[C@@H]1CC[C@@H]2NNC[C@@H]2C1)c1ccccc1.

Population analysis type Mulliken, resulting atomic charges in e: H 0.332; C -1.555; C 0.627; C 0.244; C 0.503; C -1.157; H 0.443; H 0.355; C -0.412; H 0.434; N -0.345; C 0.622; H 0.375; C 0.060; H 0.388; H 0.234; C -0.966; H 0.411; H 0.308; N -0.394; H 0.394; H 0.333; H 0.353; H 0.383; C -0.612; C -0.496; C -0.379; C -0.240; H 0.306; H 0.386; C -0.375; C -0.149; O -0.636; H 0.227; H 0.284; H 0.351; H 0.348; H 0.448; C -0.966; H 0.225; C -0.571; O -0.628; H 0.505

(3)
DFT (ωB97M-V with the def2-TZVPD basis set) results for a single C17H22N2O4S molecule.

Structure (ORCA input):
```
! RIJCOSX wB97M-V def2-TZVPD def2/J DEFGRID3
* xyz 0 1
H -1.375 2.666 1.944
H -3.691 0.597 -1.535
C -0.982 2.138 -0.719
H -3.437 -1.867 1.210
C 3.287 -0.893 -0.349
C -5.093 -1.458 -0.047
C 4.181 1.497 -0.802
H -0.114 1.557 -1.032
H -2.982 -1.853 -1.374
H 7.148 0.711 -0.399
H -3.926 0.128 2.289
O -6.021 -0.715 -0.221
C -1.352 -1.479 -0.061
H -4.689 0.802 0.853
H -2.999 2.489 2.613
H 3.137 -3.001 0.265
H -2.082 0.315 -2.195
N -0.317 -1.320 -0.919
C 4.316 0.099 -0.298
H 4.099 2.194 0.032
H -0.662 2.838 0.046
H 6.524 1.262 1.153
H -1.778 1.260 2.931
C -3.795 0.284 1.218
H -1.318 2.709 -1.585
C 3.684 -2.081 0.203
S 5.290 -2.024 0.785
H 7.436 -0.252 1.057
N 0.988 -1.509 -0.462
C 6.714 0.378 0.544
C 1.958 -0.681 -0.943
H 5.055 1.775 -1.387
H -6.024 -2.980 -0.725
O -5.152 -2.759 -0.363
C -2.712 -1.089 -0.637
C -2.607 1.179 0.977
H 3.296 1.585 -1.424
H 1.019 -1.969 0.439
C -2.668 0.306 -1.275
C -3.738 -1.082 0.509
O -1.181 -1.977 1.034
C -2.157 1.951 2.178
C -2.092 1.251 -0.249
O 1.696 0.110 -1.837
H -0.338 -0.726 -1.740
C 5.450 -0.367 0.301
*
```

Its total energy is -39992.3309 eV. The HOMO-LUMO gap is 9.332 eV. As for the HOMO energy: -8.70 eV. The lowest unoccupied orbital energy is 0.0232 hartree. The calculation puts the max |F| at 0.0162 hartree/bohr. Its SMILES is CC1=C(C)C[C@@H](C(=O)NNC(=O)c2csc(C)c2C)[C@H](C(=O)O)C1.

Population analysis type Mulliken, resulting atomic charges in e: H 0.383; H 0.522; C -1.423; H 0.578; C 0.802; C 0.027; C -1.470; H 0.149; H 0.764; H 0.293; H 0.460; O -0.575; C -0.070; H 0.432; H 0.348; H 0.506; H 0.616; N -0.264; C -0.563; H 0.292; H 0.406; H 0.294; H 0.351; C -1.054; H 0.305; C -0.730; S -0.256; H 0.398; N -0.294; C -1.159; C 0.559; H 0.352; H 0.362; O -0.454; C 0.098; C 0.712; H 0.424; H 0.433; C -1.671; C 0.193; O -0.745; C -1.905; C 1.021; O -0.713; H 0.474; C 0.791

(4)
DFT (ωB97M-V with the def2-TZVPD basis set) results for a single C17H22N2O5S molecule.

Structure (ORCA input):
```
! RIJCOSX wB97M-V def2-TZVPD def2/J DEFGRID3
* xyz 0 1
C -2.946 -0.984 -1.147
H -3.939 0.868 -0.552
C 0.270 -1.919 1.001
H 0.533 1.932 -2.550
H 4.537 -1.444 1.191
C -0.788 1.669 0.545
C -3.430 -0.718 -2.571
H -1.671 1.817 -1.391
C 4.038 2.039 -0.794
H 4.070 2.933 -0.160
O 1.387 -2.010 0.259
C -3.101 -2.466 -0.809
H -0.644 -2.222 0.533
C -0.749 1.777 -0.834
C 1.957 -1.249 2.270
H 4.789 2.143 -1.582
H -4.693 -0.604 0.071
C 0.555 -1.456 2.247
H 2.544 -0.888 3.089
H 3.248 -0.286 -1.205
H -2.876 -2.657 0.239
O 2.803 1.925 -1.471
H 3.963 -2.405 -0.209
H -0.134 -1.276 3.046
C 0.469 1.856 -1.476
H -2.586 -0.650 1.540
H 0.305 1.623 2.358
H -4.493 -0.934 -2.653
C 1.604 1.783 0.652
N -3.045 0.127 1.097
C 3.774 -1.528 0.415
C -3.732 -0.123 -0.145
H -1.886 -0.708 -1.079
N 3.865 -0.334 -0.406
O 5.069 0.900 1.062
H -2.440 -3.074 -1.423
O -3.224 2.587 0.835
H -3.270 0.321 -2.848
H -4.125 -2.784 -0.994
S -2.359 1.600 1.408
C 1.656 1.858 -0.737
H 2.501 1.801 1.250
O -2.084 1.620 2.814
C 4.381 0.817 0.069
C 2.418 -1.608 1.038
C 0.376 1.681 1.284
H -2.896 -1.348 -3.278
*
```

Its total energy is -42038.4226 eV. The HOMO-LUMO gap is 9.422 eV. As for the HOMO energy: -8.90 eV. The lowest unoccupied orbital energy is 0.0193 hartree. The calculation puts the max |F| at 0.0179 hartree/bohr. Its SMILES is CC(C)CNS(=O)(=O)c1ccc(OCC(=O)NCc2ccco2)cc1.

Population analysis type Mulliken, resulting atomic charges in e: C 1.738; H 0.498; C -0.563; H 0.483; H 0.374; C -0.316; C -1.736; H 0.584; C -0.398; H 0.347; O -0.383; C -1.750; H 0.521; C -0.322; C -0.606; H 0.342; H 0.286; C -0.227; H 0.523; H 0.284; H 0.387; O -0.535; H 0.339; H 0.510; C -0.983; H 0.279; H 0.567; H 0.367; C -0.192; N -0.202; C -1.019; C -1.153; H -0.199; N -0.098; O -0.646; H 0.379; O -0.689; H 0.384; H 0.461; S 1.263; C 0.390; H 0.440; O -0.720; C 0.442; C 0.499; C -0.383; H 0.432